Record 1
{
  "formula": "CH4N2OS2",
  "method": "the ωB97M-V functional and the def2-TZVPD basis",
  "species": ["H", "H", "S", "O", "N", "S", "H", "N", "H", "C"],
  "xyz": [[1.801, 1.450, -1.113], [-0.643, -2.204, 1.917], [-0.782, 1.108, 0.536], [-0.135, -1.211, -0.420], [-0.829, -1.207, 1.723], [-0.518, 1.499, -1.480], [1.448, 0.572, -2.504], [1.087, 1.238, -1.856], [-0.990, -0.558, 2.592], [-0.439, -0.686, 0.606]],
  "lowdin_charge": [0.0611, 0.1316, 0.5284, -0.0293, 0.0800, 0.4686, 0.0211, -0.4395, 0.1522, -0.9742],
  "energy_ev": -27799.741,
  "fmax_ha_per_bohr": 0.111,
  "de_lowest_kj_mol": 15.8,
  "homo_ev": -8.15
}

Record 2
{
  "formula": "C7H21B2O6",
  "method": "the ωB97M-V functional and the def2-TZVPD basis",
  "species": ["C", "H", "O", "H", "H", "H", "H", "H", "H", "H", "H", "H", "B", "C", "H", "H", "H", "C", "O", "H", "H", "C", "H", "B", "H", "H", "C", "C", "O", "O", "H", "H", "H", "C", "O", "O"],
  "xyz": [[-3.453, -1.213, -2.306], [4.414, 0.530, -2.923], [-2.475, 0.961, -1.865], [0.199, 2.490, 3.432], [-2.580, -1.887, 0.756], [-0.775, -1.801, 0.655], [-2.161, 0.592, -1.030], [-4.459, -0.822, -2.145], [-3.505, -2.033, -3.026], [-1.599, -1.657, 2.202], [3.224, 0.752, 4.106], [2.195, 1.469, -2.222], [2.118, 0.381, 3.764], [3.722, -0.057, -2.314], [0.270, -0.524, 2.897], [1.643, -0.246, -0.801], [3.815, -1.109, -2.591], [2.292, 0.415, -2.503], [1.749, 0.673, 2.334], [-1.022, 1.216, 3.899], [-0.642, 1.275, -0.697], [-2.529, -0.114, -2.798], [-1.517, -0.502, -2.955], [-0.496, 0.609, 1.095], [-3.103, -1.609, -1.350], [4.019, 0.030, -1.267], [0.026, 1.428, 3.634], [0.355, 0.475, 2.420], [0.989, 0.984, 4.555], [1.391, -0.354, -1.724], [2.195, -0.850, 3.835], [-2.890, 0.295, -3.742], [1.990, 0.309, -3.547], [-1.677, -1.410, 1.138], [0.011, 1.291, -0.001], [-1.786, 0.005, 0.985]],
  "lowdin_charge": [-0.0811, 0.0675, -0.0810, 0.1175, 0.0742, 0.1038, 0.0375, 0.0767, 0.0720, 0.0917, 0.0385, 0.1121, -0.6167, -0.0947, 0.1192, 0.0760, 0.0701, -0.3234, -0.1060, 0.1122, 0.0628, -0.3033, 0.1088, -0.5264, 0.0510, 0.0787, -0.1893, -0.2578, -0.1234, -0.0947, 0.0468, 0.1076, 0.1063, -0.0826, 0.1751, -0.0257],
  "total_charge": -1,
  "energy_ev": -21240.534,
  "fmax_ha_per_bohr": 0.032,
  "homo_ev": -3.62
}

Please write out number 2 again, unchanged.
{
  "formula": "C7H21B2O6",
  "method": "the ωB97M-V functional and the def2-TZVPD basis",
  "species": ["C", "H", "O", "H", "H", "H", "H", "H", "H", "H", "H", "H", "B", "C", "H", "H", "H", "C", "O", "H", "H", "C", "H", "B", "H", "H", "C", "C", "O", "O", "H", "H", "H", "C", "O", "O"],
  "xyz": [[-3.453, -1.213, -2.306], [4.414, 0.530, -2.923], [-2.475, 0.961, -1.865], [0.199, 2.490, 3.432], [-2.580, -1.887, 0.756], [-0.775, -1.801, 0.655], [-2.161, 0.592, -1.030], [-4.459, -0.822, -2.145], [-3.505, -2.033, -3.026], [-1.599, -1.657, 2.202], [3.224, 0.752, 4.106], [2.195, 1.469, -2.222], [2.118, 0.381, 3.764], [3.722, -0.057, -2.314], [0.270, -0.524, 2.897], [1.643, -0.246, -0.801], [3.815, -1.109, -2.591], [2.292, 0.415, -2.503], [1.749, 0.673, 2.334], [-1.022, 1.216, 3.899], [-0.642, 1.275, -0.697], [-2.529, -0.114, -2.798], [-1.517, -0.502, -2.955], [-0.496, 0.609, 1.095], [-3.103, -1.609, -1.350], [4.019, 0.030, -1.267], [0.026, 1.428, 3.634], [0.355, 0.475, 2.420], [0.989, 0.984, 4.555], [1.391, -0.354, -1.724], [2.195, -0.850, 3.835], [-2.890, 0.295, -3.742], [1.990, 0.309, -3.547], [-1.677, -1.410, 1.138], [0.011, 1.291, -0.001], [-1.786, 0.005, 0.985]],
  "lowdin_charge": [-0.0811, 0.0675, -0.0810, 0.1175, 0.0742, 0.1038, 0.0375, 0.0767, 0.0720, 0.0917, 0.0385, 0.1121, -0.6167, -0.0947, 0.1192, 0.0760, 0.0701, -0.3234, -0.1060, 0.1122, 0.0628, -0.3033, 0.1088, -0.5264, 0.0510, 0.0787, -0.1893, -0.2578, -0.1234, -0.0947, 0.0468, 0.1076, 0.1063, -0.0826, 0.1751, -0.0257],
  "total_charge": -1,
  "energy_ev": -21240.534,
  "fmax_ha_per_bohr": 0.032,
  "homo_ev": -3.62
}